Below is the molecule C2H8N2OS2 in a non-equilibrium geometry, with properties calculated with the ωB97M-V functional and the def2-TZVPD basis.

* energy above the lowest of the compared OMol25 structures with the same formula, charge and spin: 417.3 kJ/mol
* net charge: 0
* maximum force: 0.0798 Eh/bohr
* M: 140.2 g/mol
* SMILES: COCN(S)NS
* HOMO-LUMO gap: 0.34507 hartree

Last column: Löwdin charge in e.
Element x y z (Å)
S  0.849  0.722  -2.803  0.66
S  2.448  -0.031  -0.175  0.80
O  -1.321  -0.582  0.431  -0.15
N  0.432  1.200  -1.178  -0.47
N  0.752  0.298  -0.250  -0.65
C  -1.146  0.044  1.662  -0.11
C  -0.067  -0.881  -0.075  -0.34
H  -0.195  -1.372  -1.013  0.12
H  -1.681  0.932  1.648  0.06
H  0.449  -1.467  0.605  0.08
H  2.455  -0.926  -1.090  -0.19
H  -1.572  -0.673  2.443  0.11
H  -0.579  1.318  -1.244  0.07
H  1.863  1.670  -2.753  -0.11
H  -0.007  0.146  1.888  0.12